i | # C3H5N3S2

A single C3H5N3S2 molecule (ωB97M-V/def2-TZVPD, the OMol25 dataset).

Each line ends with the natural charge from an NBO analysis.
Element x y z (Å)
1 C -0.748 -1.104 -0.157  0.07
2 C -0.918 0.134 0.679  -0.48
3 C -0.199 1.298 -0.041  -0.26
4 N 1.188 1.310 0.169  -0.11
5 N 0.280 -0.992 -0.975  -0.66
6 N 1.913 0.383 0.054  -0.16
7 S 3.228 -0.263 0.265  0.36
8 S -1.646 -2.541 0.021  -0.06
9 H -1.965 0.298 0.714  0.24
10 H -0.407 0.037 1.632  0.23
11 H -0.567 1.051 -1.115  0.25
12 H -0.571 2.170 0.286  0.21
13 H 0.413 -1.783 -1.531  0.36

**LUMO (spin up / spin down)**: -1.30 / -2.80 eV
**Spin multiplicity**: 1

ii | # C3H5N3S2

A single C3H5N3S2 molecule (ωB97M-V/def2-TZVPD, the OMol25 dataset).

Each line ends with the natural charge from an NBO analysis.
Element x y z (Å)
1 N -0.498 0.792 0.798  -0.64
2 N -0.384 0.297 -0.509  -0.28
3 C -0.930 0.946 -1.573  -0.09
4 S -1.639 2.409 -1.516  -0.07
5 C 0.155 -0.969 -0.652  0.32
6 N 0.776 -1.636 0.213  -0.44
7 C 1.185 -1.329 1.470  -0.06
8 S 2.525 -0.428 1.809  -0.11
9 H -1.355 1.308 0.847  0.38
10 H 0.326 1.414 0.935  0.38
11 H -0.812 0.356 -2.451  0.20
12 H 0.016 -1.382 -1.656  0.19
13 H 0.634 -1.777 2.284  0.20

**LUMO**: -0.43 eV
**Spin multiplicity**: 1

Order of stability, best first: ii, i

i | # C10H16

A 2-piece molecular cluster, C10H16 overall (ωB97M-V/def2-TZVPD, the OMol25 dataset).

Each line ends with the natural charge from an NBO analysis.
Element x y z (Å)
1 C 2.184 0.115 -1.573  -0.64
2 C 1.242 0.526 0.818  -0.29
3 C 1.328 0.991 -0.486  -0.02
4 C 0.435 1.107 1.757  -0.45
5 C 0.609 2.034 -0.970  -0.50
6 C -0.505 2.074 1.258  -0.31
7 C -0.433 2.389 -0.042  -0.23
8 H 1.804 -0.373 1.071  0.17
9 H 0.614 0.519 2.682  0.19
10 H 2.270 -0.926 -1.348  0.19
11 H 3.141 0.646 -1.570  0.19
12 H 0.484 2.595 -1.905  0.19
13 H -1.130 2.658 1.972  0.19
14 H -1.196 3.110 -0.501  0.16
15 H 1.813 0.255 -2.527  0.19
16 C -1.466 -2.744 -0.533  -0.39
17 C -2.452 -1.636 -0.132  -0.61
18 C -0.315 -2.975 0.381  -0.62
19 H -2.072 -3.561 -0.871  0.19
20 H -0.978 -2.520 -1.552  0.18
21 H -3.305 -2.174 0.396  0.19
22 H -3.143 -1.215 -1.009  0.19
23 H 0.586 -2.370 0.597  0.24
24 H -0.779 -3.158 1.328  0.19
25 H -1.898 -0.863 0.309  0.24
26 H 0.026 -3.916 0.061  0.19

**LUMO (spin up / spin down)**: 3.66 / 3.64 eV
**Spin multiplicity**: 2
**Total charge**: -1

ii | # C10H16

A 2-piece molecular cluster, C10H16 overall (ωB97M-V/def2-TZVPD, the OMol25 dataset).

Each line ends with the natural charge from an NBO analysis.
Element x y z (Å)
1 C 1.108 -0.996 -0.429  -0.45
2 C 1.856 -1.752 -1.543  -0.63
3 C 0.475 0.229 -1.035  -0.12
4 C -0.415 0.056 -2.168  -0.44
5 C 0.478 1.353 -0.256  -0.23
6 C -1.269 1.151 -2.419  -0.23
7 C -0.266 2.462 -0.712  -0.39
8 C -1.097 2.345 -1.803  -0.28
9 H 0.403 -1.667 0.127  0.16
10 H 1.826 -0.867 0.366  0.19
11 H 1.256 -2.465 -2.030  0.19
12 H -0.426 -0.901 -2.713  0.19
13 H 0.896 1.531 0.776  0.19
14 H -2.011 0.947 -3.120  0.18
15 H -0.283 3.432 -0.054  0.17
16 H -1.791 3.290 -2.210  0.16
17 H 2.747 -2.226 -1.105  0.18
18 H 2.132 -0.944 -2.168  0.21
19 C -1.309 -0.344 2.330  -0.64
20 C -0.074 -0.832 3.264  -0.61
21 H -2.152 -0.132 2.874  0.19
22 H -1.111 0.417 1.516  0.25
23 H -1.484 -1.363 1.851  0.19
24 H 0.704 -1.334 2.805  0.20
25 H -0.448 -1.491 4.032  0.18
26 H 0.255 0.100 3.825  0.18

**LUMO (spin up / spin down)**: 3.82 / 3.65 eV
**Spin multiplicity**: 2
**Total charge**: -1

Order of stability, best first: ii, i